{"formula": "C7H6", "method": "ωB97M-V with the def2-TZVPD basis set", "elements": ["C", "C", "C", "C", "C", "C", "C", "H", "H", "H", "H", "H", "H"], "coordinates": [[-1.218, 0.530, -0.702], [-2.388, 0.016, -0.273], [-0.369, 1.286, 0.229], [1.642, -1.658, -0.043], [1.025, 0.835, 0.379], [-3.191, -0.845, 0.179], [1.316, -0.412, 0.066], [-0.683, 0.286, -1.709], [-0.580, 2.271, -0.082], [-0.950, 1.159, 1.296], [1.383, -2.444, 0.652], [2.167, -2.289, -0.868], [1.845, 1.265, 0.875]], "lumo_energy_ev": -1.31, "total_energy_ev": -7348.52270}

***

{"formula": "C4H3ClS2", "method": "ωB97M-V with the def2-TZVPD basis set", "elements": ["C", "C", "C", "C", "S", "S", "Cl", "H", "H", "H"], "coordinates": [[0.737, 0.851, -0.078], [2.032, 1.043, 0.013], [2.949, -0.835, -0.026], [0.208, -0.552, 0.028], [4.500, -1.021, 0.027], [1.572, -1.862, -0.019], [3.031, 2.356, -0.113], [-0.137, 1.426, -0.337], [-0.639, -0.600, 0.734], [-0.115, -0.877, -0.927]], "multiplicity": 3, "s2": 2.02, "lumo_energy_ev": [0.48, -2.75], "total_energy_ev": -38383.62192}